(1)
This record from OMol25 describes a 4-piece molecular cluster, C12H35ClIO13P5 overall. The level of theory is ωB97M-V/def2-TZVPD.

Properties
Structure (SMILES) ... C=CC[PH2](I)P(O)Cl.COP(=O)(OC)OC.COP(=O)(OC)OC.COP(=O)(OC)OC
Electronic energy ... -3920.9995 a.u.
Charge ... 0
LUMO level ... -0.0346 Ha

Each line ends with the natural charge from an NBO analysis.
Element x y z (Å)
1 C -2.47265 5.53633 2.27721  -0.42
2 C -2.08322 4.21364 2.36035  -0.15
3 C -2.41019 3.33614 1.18998  -0.74
4 P -2.69762 1.54336 1.56894  0.61
5 I -0.23435 1.12754 2.33845  -0.45
6 P -4.88044 1.43835 0.93404  0.70
7 O -5.62616 2.54744 1.91336  -0.99
8 Cl -4.95206 2.19831 -0.98163  -0.31
9 H -3.52970 5.77960 2.36752  0.21
10 H -1.75117 6.32787 2.10431  0.21
11 H -1.57306 3.83572 3.24131  0.22
12 H -1.57381 3.42967 0.49931  0.28
13 H -3.31974 3.74696 0.73773  0.26
14 H -2.46243 0.58190 0.57806  0.04
15 H -3.15065 1.06117 2.80542  0.03
16 H -5.98115 2.03240 2.65012  0.51
17 C 3.17655 -0.66939 0.94636  -0.27
18 O 3.48185 -1.44184 -0.23786  -0.76
19 P 3.95051 -2.98324 -0.05902  2.50
20 O 5.42016 -2.98931 -0.06159  -1.09
21 O 3.30317 -3.44358 -1.46176  -0.83
22 C 3.60023 -2.72343 -2.65794  -0.25
23 O 3.47571 -4.35978 0.64009  -0.75
24 C 2.36005 -4.34455 1.55737  -0.26
25 H 2.88373 0.32699 0.63088  0.21
26 H 2.34990 -1.11879 1.49660  0.18
27 H 4.05630 -0.59834 1.58850  0.19
28 H 4.63043 -2.36609 -2.65585  0.19
29 H 2.91107 -1.88788 -2.77340  0.18
30 H 3.46469 -3.41362 -3.48754  0.19
31 H 1.45655 -3.97776 1.06678  0.19
32 H 2.58331 -3.72119 2.42440  0.18
33 H 2.19418 -5.36312 1.89458  0.21
34 C -6.72285 4.81421 -0.02800  -0.27
35 O -7.96196 5.55612 0.01848  -0.77
36 P -7.88215 7.16048 0.23191  2.50
37 O -8.02527 7.41766 1.66888  -1.09
38 O -9.20476 7.48223 -0.61964  -0.82
39 C -10.42450 6.80768 -0.31612  -0.25
40 O -7.07741 8.40162 -0.40177  -0.75
41 C -6.05810 8.15302 -1.39090  -0.26
42 H -6.96446 3.77001 -0.17072  0.21
43 H -6.10338 5.15205 -0.86086  0.17
44 H -6.18006 4.93025 0.91155  0.19
45 H -10.52293 6.63862 0.75640  0.20
46 H -10.47348 5.86159 -0.85449  0.18
47 H -11.23589 7.44984 -0.65078  0.19
48 H -6.47325 7.64082 -2.26134  0.18
49 H -5.24862 7.55478 -0.96803  0.18
50 H -5.65600 9.11258 -1.70101  0.21
51 C 5.27341 -6.47510 -1.03354  -0.27
52 O 6.33116 -7.45379 -0.91056  -0.78
53 P 7.67635 -7.22593 -1.78259  2.51
54 O 7.53714 -7.99793 -3.02275  -1.09
55 O 8.65846 -7.91142 -0.70896  -0.82
56 C 8.37357 -9.22106 -0.22675  -0.25
57 O 8.68370 -6.01297 -2.06400  -0.75
58 C 8.34565 -4.72219 -1.50060  -0.27
59 H 4.45879 -6.78913 -0.38735  0.20
60 H 5.61228 -5.48826 -0.71842  0.20
61 H 4.91567 -6.43175 -2.06414  0.19
62 H 7.94135 -9.84323 -1.01110  0.19
63 H 7.69924 -9.16764 0.62799  0.18
64 H 9.31794 -9.65690 0.09239  0.19
65 H 8.26476 -4.78208 -0.41435  0.19
66 H 7.39868 -4.36954 -1.91053  0.19
67 H 9.12692 -4.01602 -1.76337  0.20

***

(2)
This record from OMol25 describes a 9-piece molecular cluster, C12H35ClNO11S overall. The level of theory is ωB97M-V/def2-TZVPD.

Properties
Electronic energy ... -2218.6543 a.u.
Charge ... -1
LUMO level ... 0.0923 Ha

Each line ends with the natural charge from an NBO analysis.
Element x y z (Å)
1 Cl -20.37916 19.03394 -14.15955  2.58
2 O -20.23846 19.24276 -12.74501  -0.90
3 O -19.30043 19.62969 -14.86261  -0.87
4 O -20.46174 17.62574 -14.48829  -0.84
5 O -21.60190 19.69495 -14.53208  -0.94
6 C -24.45257 22.02788 -15.39538  -0.25
7 O -24.24447 20.63800 -15.27542  -0.75
8 H -25.40630 22.37932 -15.78908  0.17
9 H -24.35476 22.58559 -14.46399  0.18
10 H -23.68541 22.32939 -16.10859  0.16
11 H -23.34549 20.46930 -14.98391  0.50
12 C -15.79928 19.63481 -15.10752  -0.26
13 O -14.91010 20.04670 -16.16120  -0.74
14 H -16.76427 20.12742 -15.22688  0.19
15 H -15.95693 18.55902 -15.18451  0.17
16 H -15.36189 19.87688 -14.13892  0.17
17 H -15.20794 19.56014 -16.93331  0.46
18 C -21.20789 19.76434 -17.98222  -0.25
19 O -21.21103 19.31672 -19.36379  -0.75
20 H -21.63860 20.76562 -17.97830  0.16
21 H -21.86405 19.09808 -17.42217  0.18
22 H -20.21207 19.73840 -17.53977  0.20
23 H -22.10359 19.35642 -19.71502  0.46
24 C -20.61243 17.88062 -9.47726  -0.25
25 O -21.19914 17.39135 -10.65814  -0.74
26 H -21.16401 17.61120 -8.57656  0.16
27 H -19.66251 17.35379 -9.38663  0.16
28 H -20.49294 18.96272 -9.42358  0.16
29 H -20.87093 17.99479 -11.32876  0.50
30 C -17.46740 17.20605 -12.38864  -0.26
31 O -16.53822 16.31882 -11.84773  -0.72
32 H -16.99789 18.02307 -12.93649  0.16
33 H -18.17472 16.73859 -13.07368  0.20
34 H -18.07442 17.70801 -11.63520  0.16
35 H -15.71012 16.79972 -11.78000  0.46
36 C -21.35504 22.73230 -12.08069  -0.25
37 O -22.32065 22.30205 -13.02974  -0.75
38 H -20.93145 21.87657 -11.55496  0.17
39 H -20.56013 23.19258 -12.66750  0.17
40 H -21.71680 23.43381 -11.32896  0.17
41 H -21.86367 21.64667 -13.56194  0.49
42 N -18.67338 24.69564 -15.47585  -0.51
43 C -18.74525 23.37504 -15.85089  -0.09
44 C -20.10822 23.11947 -15.62566  -0.30
45 C -20.84870 24.28975 -15.28437  -0.30
46 C -19.85742 25.22491 -15.00365  -0.09
47 H -17.73608 25.06897 -15.52264  0.40
48 H -17.92576 22.80052 -16.25682  0.22
49 H -20.47964 22.13863 -15.88337  0.23
50 H -21.92533 24.36640 -15.24690  0.24
51 H -19.88438 26.27185 -14.73982  0.20
52 C -23.97496 18.97641 -12.24765  -0.81
53 S -25.74073 18.74441 -12.79302  1.20
54 O -26.33372 17.70218 -11.83117  -0.98
55 C -26.29108 20.47221 -12.36294  -0.82
56 H -23.55879 19.91827 -12.60515  0.24
57 H -23.30913 18.15959 -12.52617  0.25
58 H -23.92169 18.94723 -11.15934  0.23
59 H -25.51081 21.16733 -12.67291  0.24
60 H -26.51064 20.65504 -11.31105  0.22
61 H -27.20555 20.71662 -12.90342  0.22

***

(3)
This record from OMol25 describes C12H35CrCuO11 as an isolated structure. The level of theory is ωB97M-V/def2-TZVPD.

Properties
Spin multiplicity ... 6
Electronic energy ... -3989.4767 a.u.
Charge ... +3
LUMO level (alpha / beta) ... -0.4449 / -0.4965 Ha
⟨S²⟩ ... 8.84

Each line ends with the Löwdin spin population.
Element x y z (Å)
1 Cr -0.74562 1.30879 4.17962  4.10
2 Cu 1.57395 2.85801 2.57253  0.00
3 C 0.95235 -1.16046 1.30493  0.00
4 C 0.24735 0.19187 1.26224  -0.01
5 O 0.36782 0.99138 2.40210  -0.08
6 H 0.89934 -1.54739 0.28376  0.00
7 H 0.79219 -1.83346 2.14301  0.00
8 H 2.02899 -0.95267 1.32105  0.00
9 H -0.82241 0.20546 1.00671  0.00
10 H 0.62324 0.71780 0.37429  -0.01
11 C -4.23783 -0.24420 -0.26585  0.00
12 C -3.76120 1.07415 -0.86077  0.00
13 O -2.37466 0.96217 -1.23401  0.02
14 O -3.52011 -0.76100 0.84420  0.00
15 H -4.30593 -1.03414 -1.00976  0.00
16 H -5.27912 0.00886 -0.02802  0.00
17 H -3.85181 1.91291 -0.16168  0.00
18 H -4.42993 1.36699 -1.66857  0.00
19 H -1.87190 0.70603 -0.45934  0.00
20 H -3.65440 -0.25495 1.64957  0.00
21 C -0.96521 -2.33825 -3.48222  0.14
22 C -0.12280 -2.39804 -2.15586  0.11
23 O 0.84474 -1.39110 -2.26230  0.10
24 O -1.82053 -1.22802 -3.52211  0.55
25 H -1.62889 -3.20302 -3.44693  0.00
26 H -0.32682 -2.33962 -4.37540  0.06
27 H 0.44032 -3.33375 -2.14297  0.00
28 H -0.83120 -2.41781 -1.32419  0.01
29 H 1.72984 -1.77970 -2.25540  0.00
30 H -1.33238 -0.44128 -3.17696  0.00
31 C -2.04618 -3.17672 4.49012  0.00
32 C -2.22227 -1.74636 3.91857  0.00
33 O -1.39857 -0.91274 4.80331  0.00
34 O -0.69939 -3.55778 4.24377  0.00
35 H -2.74501 -3.92649 4.12417  0.00
36 H -2.21718 -3.04796 5.56216  0.00
37 H -3.21037 -1.37437 3.67695  0.00
38 H -1.55106 -1.77597 3.05243  0.00
39 H -0.54581 -1.37222 4.89865  0.00
40 H -0.76133 -4.24245 3.56949  0.00
41 C 4.49855 2.58139 0.46817  0.00
42 C 5.15090 1.22975 0.44450  0.00
43 O 4.53102 0.34403 -0.48878  0.00
44 O 3.05429 2.57563 0.70247  0.00
45 H 4.65686 3.15438 -0.44727  0.00
46 H 4.88516 3.16017 1.30537  0.00
47 H 5.02933 0.88075 1.47810  0.00
48 H 6.21964 1.32512 0.25063  0.00
49 H 4.94115 -0.50998 -0.31094  0.00
50 H 2.75406 2.09039 -0.07993  0.00
51 C 1.30535 2.07185 -2.41942  0.00
52 C 0.10993 2.20058 -3.39566  0.00
53 O 0.66162 2.87515 -4.51844  0.00
54 O 1.53329 3.40038 -1.94206  0.00
55 H 2.11100 1.56958 -2.95539  0.00
56 H 1.02896 1.48399 -1.54236  0.00
57 H -0.82178 2.59075 -2.97895  0.00
58 H -0.26170 1.21509 -3.73700  0.00
59 H -0.09867 3.25480 -4.97964  0.00
60 H 1.49080 3.99368 -2.70471  0.00

***

What is the charge in the third record? +3

***

What is the electronic energy in the third record? -3989.4767 a.u.